Computed, not measured: a cluster of 17 separate species, C46H68BN20O5S2 in total, with ωB97M-V with the def2-TZVPD basis set.

Calculated values
Total energy: -111178.8382 eV
Net charge: -1
M: 1056.131 g mol⁻¹
LUMO: 1.39 eV
HOMO level: -3.1068 eV

Positions of all 142 atoms, in Å:
N 5.5337 -2.2570 0.1746
C 4.4446 -1.2507 0.2449
O 4.6811 -0.1166 -0.2811
C 2.9943 -1.5265 0.8870
C 1.9235 -1.4043 -0.3454
C 1.2714 0.0640 -0.4933
O 1.5575 0.3700 -1.8965
B 0.3713 -0.0296 -2.6688
N 0.1412 0.7151 -3.9848
C 0.9371 0.2399 -4.9191
S 2.2994 -0.1442 -5.8210
O -0.7860 0.2241 -1.7724
C -0.3417 0.2463 -0.3893
C -1.1755 -0.7869 0.5145
C -2.7710 -0.5996 0.4543
C -3.6034 -1.9384 0.1334
C -3.1332 -3.2479 0.9408
O -3.0464 -4.4466 0.0718
C -1.9975 -4.2626 -0.8926
O -0.7458 -4.2957 -0.6187
N -0.8749 1.6015 0.0791
C -0.2824 1.9938 1.1591
S 0.7857 2.4887 2.3645
H 5.5566 -2.7843 1.0744
H 5.3682 -2.9381 -0.6011
H 2.7345 -0.8425 1.7702
H 2.9563 -2.6103 1.2566
H 1.1754 -2.2605 -0.2107
H 2.5275 -1.6613 -1.3016
H 1.9480 0.6995 0.1997
H 0.4303 -1.2217 -2.6694
H -0.8856 -1.8566 0.2154
H -0.8733 -0.6763 1.6323
H -3.0309 0.1535 -0.3907
H -3.1603 -0.1120 1.4221
H -4.6963 -1.7268 0.4684
H -3.6729 -2.0932 -1.0132
H -2.1471 -3.1418 1.5099
H -3.9367 -3.5129 1.7297
H -2.3328 -4.0966 -1.9912
C 8.8090 -3.9601 -1.5525
C 7.3330 -4.0062 -1.8146
N 6.1656 -4.0412 -2.0190
H 9.2506 -3.1043 -2.0678
H 8.9920 -3.8646 -0.4841
H 9.2795 -4.8755 -1.9141
C -1.6403 5.3705 0.0622
C -2.7953 5.9756 0.8042
N -3.7097 6.4515 1.3916
H -0.7511 5.3716 0.6953
H -1.8765 4.3414 -0.2177
H -1.4350 5.9468 -0.8416
C -4.0735 6.8636 4.5419
C -4.9234 6.5198 5.7309
N -5.5958 6.2477 6.6710
H -4.5115 7.7049 4.0026
H -3.0685 7.1351 4.8700
H -4.0090 6.0057 3.8701
C 7.1924 -5.0040 3.5415
C 6.1346 -3.9510 3.3816
N 5.2980 -3.1192 3.2536
H 6.8013 -5.8370 4.1281
H 7.5009 -5.3723 2.5610
H 8.0600 -4.5838 4.0532
C -7.5302 8.7557 7.8898
C -8.6009 9.7943 7.7205
N -9.4471 10.6152 7.5868
H -7.9103 7.9237 8.4847
H -7.2177 8.3812 6.9138
H -6.6674 9.1909 8.3968
C 3.4724 -0.7498 -9.9634
C 4.6399 -0.9745 -9.0491
N 5.5611 -1.1525 -8.3234
H 3.8141 -0.3022 -10.8983
H 2.9831 -1.7008 -10.1810
H 2.7536 -0.0794 -9.4885
C -0.8667 2.3487 6.6694
C -0.7128 1.1821 5.7379
N -0.5895 0.2617 5.0014
H -0.4587 2.0974 7.6500
H -0.3325 3.2137 6.2720
H -1.9231 2.6013 6.7771
C -4.6978 2.8369 5.1859
C -3.7736 2.7514 4.0052
N -3.0442 2.6831 3.0718
H -4.6704 1.9012 5.7473
H -4.3902 3.6545 5.8407
H -5.7188 3.0186 4.8459
C 8.2091 -0.5318 -6.4235
C 9.3744 -0.7636 -5.5047
N 10.2951 -0.9473 -4.7788
H 8.5549 -0.0829 -7.3562
H 7.7169 -1.4796 -6.6463
H 7.4901 0.1392 -5.9502
C 1.8412 4.1457 -7.6137
C 1.9444 2.7794 -6.9969
N 2.0240 1.6893 -6.5039
H 1.6810 4.0561 -8.6896
H 1.0038 4.6898 -7.1726
H 2.7622 4.7039 -7.4357
C -12.7945 10.9859 8.3655
C -14.0703 10.2124 8.1983
N -15.0788 9.6011 8.0660
H -11.9479 10.3847 8.0294
H -12.8360 11.9028 7.7753
H -12.6522 11.2450 9.4161
C -0.8746 -7.4062 -0.6056
C 0.1712 -8.3712 -0.1269
N 0.9974 -9.1350 0.2510
H -1.7337 -7.4274 0.0676
H -0.4697 -6.3939 -0.6296
H -1.2025 -7.6804 -1.6105
C 7.9233 2.5047 -9.3091
C 6.4448 2.4835 -9.5657
N 5.2768 2.4671 -9.7679
H 8.3762 3.3576 -9.8175
H 8.1127 2.5871 -8.2373
H 8.3778 1.5850 -9.6816
C -15.2635 7.5514 10.6208
C -16.1140 7.2072 11.8094
N -16.7860 6.9352 12.7486
H -15.7002 8.3937 10.0824
H -14.2583 7.8216 10.9492
H -15.2000 6.6941 9.9486
C -1.6943 -10.8361 -3.8568
C -1.6734 -9.3528 -4.0826
N -1.6574 -8.1795 -4.2617
H -1.1729 -11.3411 -4.6707
H -1.1995 -11.0760 -2.9139
H -2.7256 -11.1920 -3.8184
C 1.0135 -9.2496 -7.3722
C 0.9775 -10.3845 -6.3908
N 0.9500 -11.2800 -5.6131
H 2.0356 -9.0931 -7.7211
H 0.3757 -9.4786 -8.2277
H 0.6555 -8.3354 -6.8951
C 11.9825 -4.3256 0.9488
C 10.7050 -5.0944 0.7762
N 9.6949 -5.7013 0.6381
H 12.8280 -4.9321 0.6200
H 11.9480 -3.4103 0.3548
H 12.1188 -4.0636 1.9994

Forces on atoms 1 to 2 (eV/Å):
N -1.6 0.0 0.8
C 0.7 3.6 -1.3